No. 1
The following is a DFT calculation (ωB97M-V/def2-TZVPD) of C5H11NO as an isolated structure.

Each line ends with the Mulliken charge.
Element x y z (Å)
C: -0.482 -1.140 -0.442  0.093
C: 0.502 -0.406 0.378  -0.061
C: 1.675 0.341 -0.158  -0.421
C: -2.064 -0.163 1.520  -0.860
C: 1.530 0.943 -1.554  -1.241
N: -1.260 0.173 0.358  -0.223
O: -0.671 -2.343 -0.076  -0.725
H: -0.494 -0.868 -1.513  0.311
H: -1.458 1.073 -0.062  0.242
H: 0.601 -0.812 1.386  0.359
H: 2.515 -0.368 -0.142  0.310
H: 1.944 1.116 0.569  0.333
H: -1.933 -1.224 1.729  0.292
H: -1.777 0.405 2.412  0.272
H: -3.125 -0.005 1.317  0.328
H: 0.645 1.577 -1.605  0.286
H: 2.414 1.531 -1.804  0.380
H: 1.437 0.168 -2.314  0.326

**Energy above the lowest of the compared OMol25 structures with the same formula, charge and spin**: 352.81 kJ/mol
**Lowest unoccupied orbital energy**: 0.7603 eV
**Highest occupied orbital energy**: -8.00 eV

No. 2
The following is a DFT calculation (ωB97M-V/def2-TZVPD) of an isolated molecule of C7H7NO3.

Each line ends with the Mulliken charge.
Element x y z (Å)
C: 1.126 0.490 -1.167  -0.541
C: 1.619 0.194 0.172  -0.339
C: 0.557 1.636 -1.565  -0.091
C: 0.971 -0.656 1.015  -0.348
C: -1.357 -1.118 -0.114  0.050
C: -0.076 2.725 -0.792  -0.036
C: -0.375 -1.298 1.013  0.488
N: -0.511 -2.130 1.957  -0.294
O: -2.349 -1.854 -0.165  -0.600
O: -1.644 -2.859 2.298  -0.290
O: -0.734 3.625 -1.304  -0.484
H: 1.420 -0.053 -1.999  0.396
H: 2.683 0.472 0.229  0.338
H: 0.402 1.710 -2.668  0.310
H: 1.543 -0.812 1.941  0.321
H: -1.249 -0.245 -0.752  0.416
H: 0.249 2.785 0.261  0.335
H: -2.276 -2.612 1.640  0.370

**2S+1**: 3
**Energy above the lowest of the compared OMol25 structures with the same formula, charge and spin**: 171.75 kJ/mol
**Lowest unoccupied orbital energy (alpha / beta)**: -0.3424 / -3.7538 eV
**Highest occupied orbital energy (alpha / beta)**: -7.35 / -9.67 eV

No. 3
The following is a DFT calculation (ωB97M-V/def2-TZVPD) of N2O6Pb as an isolated structure.

Each line ends with the Mulliken charge.
Element x y z (Å)
Pb: -1.621 -1.753 -3.286  1.119
N: -0.752 -1.611 0.118  0.960
O: -1.650 -1.809 0.981  -0.561
O: -0.815 -2.199 -1.015  -0.646
O: -0.042 -0.709 0.263  -0.395
N: 1.260 2.047 0.942  0.989
O: 0.062 1.761 0.853  -0.457
O: 1.916 1.098 0.423  -0.468
O: 1.645 3.174 0.719  -0.541

**Energy above the lowest of the compared OMol25 structures with the same formula, charge and spin**: 442.59 kJ/mol
**Lowest unoccupied orbital energy**: -4.7162 eV
**Highest occupied orbital energy**: -7.19 eV

No. 4
The following is a DFT calculation (ωB97M-V/def2-TZVPD) of Cl4O16Pb3 as an isolated structure.

Each line ends with the Mulliken charge.
Element x y z (Å)
Pb: -5.710 23.255 -10.483  1.722
Pb: -1.054 30.906 -15.808  1.543
Pb: -8.987 28.544 -14.401  1.573
Cl: -9.851 24.264 -11.837  1.601
O: -8.630 25.035 -11.726  -0.672
O: -9.671 22.906 -12.316  -0.605
O: -10.403 24.301 -10.484  -0.545
O: -10.655 24.847 -12.891  -0.652
Cl: -4.174 27.581 -13.248  1.613
O: -4.326 28.589 -12.272  -0.638
O: -4.491 26.332 -12.654  -0.598
O: -5.335 27.828 -13.995  -0.712
O: -3.048 27.796 -14.068  -0.524
Cl: 1.262 26.855 -17.050  1.699
O: 1.499 28.187 -16.607  -0.600
O: -0.092 26.588 -16.937  -0.595
O: 1.597 26.794 -18.425  -0.561
O: 2.051 25.969 -16.197  -0.551
Cl: 0.056 29.362 -10.525  1.589
O: -0.009 29.783 -11.992  -0.539
O: -0.249 27.971 -10.474  -0.537
O: 1.434 29.585 -10.246  -0.513
O: -0.690 30.140 -9.709  -0.496

**Charge**: +2
**Lowest unoccupied orbital energy**: -11.0223 eV
**Highest occupied orbital energy**: -12.52 eV

No. 5
The following is a DFT calculation (ωB97M-V/def2-TZVPD) of C20H43FeOP3S as an isolated structure.

Each line ends with the Mulliken charge.
Element x y z (Å)
Fe: -2.135 -1.432 -2.413  0.294
P: -0.299 0.573 1.798  0.735
P: 0.518 1.471 -0.225  1.071
P: 3.009 -2.330 0.886  1.439
H: -2.234 -5.770 -2.779  0.476
C: -1.511 -4.994 -2.589  -1.042
C: -1.221 -5.040 -1.089  -1.141
H: -2.157 -5.292 -0.564  0.416
C: -2.111 0.521 1.628  -0.701
C: 0.069 1.965 2.928  -1.438
C: 0.106 -0.902 2.774  -0.908
C: 0.697 0.765 -1.874  -0.784
C: -0.686 2.801 -0.480  -1.233
C: 2.089 2.285 0.138  -1.292
C: 3.861 -3.929 0.750  -1.297
C: 3.737 -1.582 2.379  -1.281
C: 3.623 -1.371 -0.534  -1.066
H: -0.584 -5.182 -3.145  0.373
H: -0.473 -5.808 -0.850  0.544
H: -2.403 -0.382 1.068  -0.052
H: -2.493 1.401 1.095  0.139
H: -2.546 0.487 2.639  0.515
H: -0.291 2.923 2.526  0.385
H: 1.153 2.026 3.101  0.404
H: -0.434 1.757 3.883  0.487
H: -0.341 -1.802 2.323  0.183
H: -0.309 -0.768 3.789  0.569
H: 1.198 -1.044 2.842  0.124
H: 1.465 1.330 -2.426  0.508
H: -0.254 0.851 -2.421  0.305
H: 0.983 -0.294 -1.836  -0.173
H: -0.180 3.601 -1.029  0.594
H: -1.073 3.216 0.455  0.389
H: -1.519 2.424 -1.084  -0.049
H: 2.222 3.087 -0.595  0.478
H: 2.918 1.573 0.048  0.238
H: 2.105 2.718 1.142  0.410
H: 4.947 -3.767 0.751  0.455
H: 3.553 -4.428 -0.178  0.391
H: 3.573 -4.571 1.595  0.436
H: 4.835 -1.638 2.338  0.458
H: 3.376 -2.131 3.261  0.452
H: 3.420 -0.534 2.473  0.407
H: 4.209 -2.021 -1.190  0.493
H: 4.234 -0.523 -0.204  0.432
H: 2.766 -0.990 -1.102  0.062
C: -0.727 -3.672 -0.606  1.035
C: 0.031 -3.003 -1.687  0.237
C: -0.684 -2.824 -2.886  -1.347
C: -2.027 -3.596 -2.911  -0.289
C: -2.850 -3.144 -1.688  -1.454
C: -2.011 -2.880 -0.562  -0.309
S: 0.203 -4.131 1.087  0.135
H: 1.063 -3.111 1.046  -0.498
H: 1.009 -2.552 -1.484  0.079
H: -0.189 -2.634 -3.840  0.728
H: -2.559 -3.640 -3.867  0.748
H: -3.926 -3.318 -1.620  0.712
H: -2.317 -2.413 0.373  0.789
C: -4.363 2.025 -1.204  -1.072
C: -3.987 0.786 -1.933  1.001
C: -5.050 0.216 -2.797  -1.417
O: -2.833 0.284 -1.838  -0.346
H: -5.294 1.822 -0.656  0.462
H: -4.594 2.801 -1.947  0.407
H: -3.586 2.375 -0.514  0.074
H: -4.789 -0.749 -3.254  0.316
H: -5.960 0.109 -2.194  0.410
H: -5.278 0.955 -3.577  0.390

**2S+1**: 6
**Energy above the lowest of the compared OMol25 structures with the same formula, charge and spin**: 235.98 kJ/mol
**Charge**: +3
**Lowest unoccupied orbital energy (alpha / beta)**: -8.3157 / -11.9598 eV
**Highest occupied orbital energy (alpha / beta)**: -13.78 / -15.93 eV

No. 6
The following is a DFT calculation (ωB97M-V/def2-TZVPD) of a 2-piece molecular cluster, C6H8NS overall.

Each line ends with the Mulliken charge.
Element x y z (Å)
C: 0.298 0.759 -2.496  0.118
C: 0.427 -0.291 -1.684  -1.099
C: -0.089 1.972 -1.945  -0.470
C: 0.180 0.025 -0.389  0.632
C: -0.689 -1.441 1.686  -0.221
C: 0.203 -0.562 0.941  -0.223
N: -0.391 -0.141 2.194  -0.124
S: -0.223 1.747 -0.309  -0.178
H: 0.467 0.848 -3.626  0.293
H: 0.585 -1.238 -2.042  0.455
H: -0.057 2.823 -2.534  0.449
H: -1.656 -1.736 1.201  0.283
H: -0.295 -2.358 2.130  0.269
H: 2.145 -0.721 1.627  0.136
H: -1.159 0.524 2.260  0.325
H: 0.255 -0.208 2.985  0.356

**Energy above the lowest of the compared OMol25 structures with the same formula, charge and spin**: 464.69 kJ/mol
**Charge**: +1
**Lowest unoccupied orbital energy (alpha / beta)**: -4.9593 / -5.5073 eV
**Highest occupied orbital energy (alpha / beta)**: -12.44 / -12.86 eV

No. 7
The following is a DFT calculation (ωB97M-V/def2-TZVPD) of a 2-piece molecular cluster, C4HF2N overall.

Each line ends with the Mulliken charge.
Element x y z (Å)
C: 0.067 0.049 -0.014  0.386
C: -0.904 0.143 0.714  -0.411
C: -2.915 -0.589 1.997  0.038
C: -2.082 0.380 1.468  0.402
N: -3.545 -1.506 2.332  -0.198
F: -3.066 1.452 -0.595  -0.587
F: -2.186 1.675 1.769  -0.093
H: 0.954 0.007 -0.523  0.464

**Energy above the lowest of the compared OMol25 structures with the same formula, charge and spin**: 408.54 kJ/mol
**Lowest unoccupied orbital energy (alpha / beta)**: -3.9775 / -3.9775 eV
**Highest occupied orbital energy (alpha / beta)**: -10.15 / -10.15 eV

No. 8
The following is a DFT calculation (ωB97M-V/def2-TZVPD) of an isolated molecule of C3H2N2S.

Each line ends with the Mulliken charge.
Element x y z (Å)
C: -0.812 -0.050 -0.927  0.227
C: -0.027 0.450 1.060  0.017
C: 1.039 -0.076 0.134  -0.011
H: 0.110 0.675 2.148  0.333
H: 2.042 -0.446 0.382  0.365
N: -1.160 0.497 0.362  -0.421
N: 0.598 -0.429 -1.028  -0.344
S: -1.791 -0.621 -2.132  -0.166

**Energy above the lowest of the compared OMol25 structures with the same formula, charge and spin**: 76.68 kJ/mol
**Lowest unoccupied orbital energy**: -2.2756 eV
**Highest occupied orbital energy**: -9.47 eV
**Structure (SMILES)**: S=C1N=CC=N1